No. 1
Molecular formula: C28H20F15GeIN2PdSSe3
Method: DFT, wB97M-V/def2-TZVPD

XYZ file:
```
72
Properties=species:S:1:pos:R:3
Pd -1.006 -0.190 -1.559
C -3.722 -2.359 -0.465
Se -2.493 -2.359 -2.012
C -1.292 -3.848 -1.429
C -1.045 -4.214 0.003
Se -0.016 -5.977 0.020
C 1.834 -5.208 -0.251
H -4.178 -1.368 -0.550
H -3.162 -2.529 0.411
H -4.531 -3.062 -0.705
H -0.353 -3.383 -1.814
H -1.593 -4.723 -2.049
H -1.987 -4.424 0.515
H -0.502 -3.464 0.579
H 1.829 -4.712 -1.253
H 2.525 -6.096 -0.221
H 2.160 -4.404 0.440
C 0.798 0.645 -6.110
N 1.644 1.004 -4.913
C 2.784 1.834 -5.039
C 3.356 1.908 -3.834
N 2.675 1.020 -2.952
C 3.034 0.697 -1.572
C 1.625 0.431 -3.685
Se 0.517 -1.048 -3.416
H 1.091 1.277 -6.996
H -0.221 0.966 -5.847
H 0.771 -0.437 -6.364
H 2.998 2.312 -5.996
H 4.165 2.446 -3.365
H 3.496 1.598 -1.077
H 3.720 -0.179 -1.552
H 2.043 0.520 -1.069
F 1.070 3.316 2.125
C 2.006 2.382 1.924
C 1.624 1.038 2.048
C 2.609 0.077 2.014
F 2.274 -1.203 2.373
C 3.928 0.389 1.760
F 4.980 -0.497 1.721
C 4.272 1.735 1.567
F 5.583 1.989 1.474
C 3.300 2.736 1.526
F 3.626 3.886 0.906
Ge -0.269 0.569 1.896
S -0.063 -1.008 0.353
C -1.398 1.996 1.335
C -2.415 2.534 2.185
F -2.468 2.105 3.478
C -3.269 3.596 1.801
F -4.138 4.186 2.671
C -3.090 4.171 0.545
F -3.889 5.136 0.000
C -1.979 3.792 -0.230
F -1.713 4.519 -1.340
C -1.135 2.789 0.194
F -0.028 2.607 -0.602
C -0.939 -0.241 3.494
C -2.107 -1.018 3.466
F -2.850 -1.054 2.313
C -2.595 -1.708 4.593
F -3.672 -2.524 4.429
C -1.932 -1.536 5.816
F -2.517 -2.098 6.881
C -0.789 -0.756 5.917
F -0.151 -0.520 7.097
C -0.334 -0.125 4.732
F 0.807 0.593 4.868
I -2.967 0.828 -4.313
C -2.093 1.225 -2.481
H -1.346 1.987 -2.633
H -2.897 1.430 -1.776
```

Output
Energy above the lowest of the compared OMol25 structures with the same formula, charge and spin (eV): 1.880
Total charge: +2
2S+1: 5
Total energy (a.u.): -12790.6286
E_HOMO (spin up / spin down) (Eh): -0.481 / -0.506
Expectation value of S²: 6.020
F_max (eV/A): 3.1

These are the Mulliken partial charges, in e, on atoms 1 to 5: atom 1 (Pd): 1.3898, atom 2 (C): -0.5940, atom 3 (Se): 0.0769, atom 4 (C): -0.4970, atom 5 (C): -0.4574

***

No. 2
Molecular formula: C9H15N2O
Method: DFT, wB97M-V/def2-TZVPD

XYZ file:
```
27
Properties=species:S:1:pos:R:3
C 1.510 0.008 0.481
C 2.478 -0.304 -0.567
C -1.829 1.351 -1.260
C -0.733 0.511 -1.875
C -1.283 1.871 0.073
C -0.529 -0.754 -1.041
C -0.839 0.650 0.864
C 0.896 -1.231 1.047
C 0.459 -1.586 2.367
N 0.089 -0.280 0.248
N 2.677 -1.546 -0.721
O 3.024 -2.505 -1.382
H 1.649 0.863 1.112
H 3.154 0.340 -1.122
H -2.009 2.216 -1.912
H -2.798 0.733 -1.049
H -1.092 0.174 -2.882
H 0.167 1.065 -1.824
H -0.461 2.608 0.011
H -2.123 2.437 0.653
H -1.419 -1.127 -0.654
H 0.209 -1.579 -1.426
H -0.506 0.969 1.797
H -1.759 -0.024 0.964
H -0.345 -2.251 2.256
H 0.157 -0.655 2.872
H 1.257 -1.955 2.969
```

Output
Energy above the lowest of the compared OMol25 structures with the same formula, charge and spin (eV): 7.346
Total charge: +1
Total energy (a.u.): -536.1953
E_HOMO (spin up / spin down) (Eh): -0.480 / -0.504
F_max (eV/A): 3.9

These are the Mulliken partial charges, in e, on atoms 1 to 5: atom 1 (C): 0.3120, atom 2 (C): -0.8174, atom 3 (C): -0.6187, atom 4 (C): -0.5070, atom 5 (C): -0.7437

***

No. 3
Molecular formula: C31H52N2O3P2Pm
Method: DFT, wB97M-V/def2-TZVPD

XYZ file:
```
91
Properties=species:S:1:pos:R:3
Pm 0.406 0.224 0.066
C -1.630 -0.889 1.679
C -1.232 -1.968 0.841
C 0.582 -1.376 2.142
C -0.510 -0.519 2.482
C 0.141 -2.256 1.099
C -2.996 -0.297 1.768
H -3.526 -0.378 0.811
H -2.945 0.762 2.044
H -3.624 -0.795 2.525
C -0.496 0.551 3.518
H -1.407 1.163 3.477
H 0.348 1.237 3.364
H -0.410 0.149 4.541
C 1.926 -1.374 2.786
H 1.930 -1.975 3.710
H 2.245 -0.360 3.070
H 2.692 -1.793 2.120
C 0.972 -3.285 0.410
H 0.982 -4.240 0.961
H 2.015 -2.957 0.318
H 0.583 -3.503 -0.594
C -2.112 -2.689 -0.125
H -2.479 -3.641 0.290
H -1.576 -2.933 -1.051
H -2.997 -2.095 -0.377
C -0.633 2.151 -1.344
C -1.702 1.305 -1.212
C -2.223 0.364 -2.259
C -1.159 -0.342 -3.146
C 0.088 -0.826 -2.450
C 1.248 -0.122 -2.343
C 1.460 1.310 -2.737
C 0.274 2.317 -2.538
H -2.921 0.928 -2.914
H -0.914 0.307 -4.009
H -2.859 -0.415 -1.792
H -0.278 2.394 -3.491
H -0.485 2.899 -0.547
H -2.355 1.443 -0.347
H 0.734 3.319 -2.426
H 2.345 1.721 -2.207
H 2.170 -0.650 -2.068
H 1.755 1.329 -3.808
H -1.632 -1.232 -3.601
H 0.092 -1.888 -2.175
P -0.220 1.356 -6.491
C -0.305 3.201 -6.522
C -1.589 1.036 -7.690
P 2.049 -0.419 -7.264
C 1.211 1.196 -7.672
C 1.528 -1.385 -8.755
C 3.721 0.047 -7.892
H 0.562 3.617 -5.992
H -1.223 3.518 -6.010
H -0.310 3.559 -7.561
H -1.488 1.682 -8.574
H -2.536 1.260 -7.180
H -1.595 -0.019 -7.993
H 3.653 0.422 -8.921
H 4.362 -0.842 -7.856
H 4.147 0.820 -7.240
H 1.916 2.029 -7.500
H 0.868 1.202 -8.722
H 2.121 -2.309 -8.769
H 1.717 -0.815 -9.675
H 0.467 -1.654 -8.689
C 2.043 2.972 4.909
C 3.106 2.695 3.865
C 2.958 3.435 2.504
C 2.807 4.985 2.597
C 1.508 5.521 3.150
C 4.262 3.163 1.740
O 5.235 3.901 1.751
N 4.363 1.921 1.064
C 3.271 1.155 0.690
O 3.339 0.088 0.039
N 2.045 1.642 1.027
C 1.815 2.804 1.710
O 0.631 3.203 1.694
H 2.163 3.967 5.348
H 2.135 2.246 5.728
H 1.028 2.880 4.501
H 4.096 2.941 4.281
H 3.133 1.613 3.646
H 3.659 5.370 3.178
H 2.935 5.390 1.579
H 1.331 5.180 4.168
H 1.518 6.613 3.145
H 0.690 5.174 2.514
H 5.265 1.648 0.696
```

Output
Total charge: +1
2S+1: 5
Total energy (a.u.): -2838.5931
E_HOMO (spin up / spin down) (Eh): -0.397 / -0.397
Expectation value of S²: 6.009
F_max (eV/A): 3.4

These are the Mulliken partial charges, in e, on atoms 1 to 5: atom 1 (Pm): 0.2853, atom 2 (C): 0.2183, atom 3 (C): 0.6651, atom 4 (C): 0.6689, atom 5 (C): 0.3953